1.
95
Properties=species:S:1:pos:R:3 method="wB97M-V/def2-TZVPD" s2=2.023 multiplicity=3 total_charge=0 e_tot_ha=-3996.295833 e_homo_ha="-0.22294 / -0.26359"
C 4.951 -4.745 -1.647
C -5.369 3.482 -2.705
C 3.621 -2.296 -1.370
H -1.427 1.193 -4.815
H -0.899 -3.325 6.333
C 1.509 2.291 0.671
H 4.406 -2.296 0.626
H 6.102 4.446 3.155
N -2.216 -0.226 0.723
H -0.240 -2.814 -2.402
C 4.285 -4.184 -2.725
H -5.480 4.217 -3.489
H 5.123 5.619 -0.831
C -3.696 1.169 2.045
O -0.269 -1.465 2.377
H -0.909 1.824 -2.507
H -5.103 1.842 -4.052
C -1.638 0.506 -0.255
H -3.436 -4.513 3.083
C 2.905 1.935 0.936
C -2.365 -0.661 -4.281
C 1.218 -5.239 -0.521
C -5.356 2.919 -0.374
C -1.124 3.001 0.006
H -2.869 -4.625 5.508
C -5.173 2.150 -3.020
C -0.532 -2.451 4.435
C -1.202 -3.269 5.302
H 2.584 -0.660 -2.024
H 3.096 -2.560 -3.437
O 0.808 0.004 0.530
C -1.861 -3.181 2.604
Ti -0.548 -1.250 0.543
C -1.417 0.889 -2.706
C 0.599 -4.636 -1.619
C 5.527 4.299 2.254
S -2.100 -3.235 0.929
H 5.448 -5.699 -1.751
H 1.460 -6.287 -0.511
H 3.497 3.769 -0.977
H -3.267 -2.419 -3.441
C 4.978 4.963 0.015
C 0.259 -3.306 -1.571
H 6.402 5.978 1.251
C 1.091 3.628 0.644
C -5.441 3.868 -1.377
C 3.873 3.074 1.014
C 4.983 -4.062 -0.440
C 1.254 -3.069 0.509
C -2.743 -1.493 -3.234
C 5.699 5.160 1.182
H 4.284 -4.685 -3.683
H -2.848 -1.772 -1.120
N 2.876 -1.159 -1.200
I 2.612 -5.179 2.193
C -2.610 -3.959 3.498
C -2.295 -4.012 4.832
H -0.784 5.760 -0.729
Te -5.178 0.106 0.865
C 4.346 -2.844 -0.305
C 0.546 1.272 0.444
H 1.809 4.398 0.883
H -5.447 3.225 0.660
H -1.562 0.988 2.368
H -5.592 4.906 -1.120
H -2.590 -0.929 -5.301
H 4.479 2.581 3.001
H 1.629 -2.371 1.256
C -2.487 -1.137 -1.926
C 4.624 3.255 2.169
N -0.877 -2.381 3.130
H 0.388 -5.220 -2.500
C -0.197 4.001 0.328
C 4.065 3.927 -0.070
C -0.768 1.673 0.054
H -4.938 0.160 -2.273
C -2.410 0.360 2.032
N 0.512 -2.521 -0.498
C -5.081 1.200 -2.018
H -4.058 1.302 3.063
C -1.814 0.074 -1.626
H 0.217 6.066 0.696
H -2.540 -0.464 2.747
H 3.035 -0.600 -0.372
O 3.299 0.786 1.066
C -0.584 5.449 0.296
H 5.512 -4.478 0.407
C -5.183 1.579 -0.688
H 0.290 -1.809 4.725
C 1.563 -4.406 0.535
H -1.483 5.628 0.883
C 3.622 -2.980 -2.590
H -2.128 3.279 -0.285
C -1.703 0.530 -4.005
H -3.553 2.138 1.579


2.
103
Properties=species:S:1:pos:R:3 method="wB97M-V/def2-TZVPD" total_charge=0 e_tot_ha=-5745.273876 e_homo_ha=-0.27149
N -1.812 2.858 -0.635
H 5.348 -1.756 1.606
H -2.622 -1.296 -6.310
C -0.561 2.716 -5.221
C 4.860 1.266 -2.600
H -2.703 2.485 -5.315
C 4.028 -4.270 0.792
C 4.288 -1.780 1.421
H 0.169 3.520 -5.136
H -1.048 -2.694 -5.030
H 6.020 3.009 2.073
C -3.548 5.249 3.445
N -0.345 -2.426 -1.132
S -0.254 1.476 -3.939
H 5.676 0.633 1.521
C 1.170 -5.744 -1.310
C 3.461 2.200 -0.847
H 5.090 -4.329 1.020
C 0.475 -4.444 -1.548
C -0.754 -2.789 -2.341
C 3.947 3.377 2.492
H -4.123 0.283 -5.136
C 3.807 0.323 -2.818
C -1.155 2.334 -2.691
C 2.492 1.470 2.296
N -0.800 -1.842 1.673
H -2.091 -3.215 4.359
H -1.256 2.770 3.246
C 3.544 -2.883 1.051
C 3.566 0.671 1.905
H 1.343 -4.535 1.052
H 3.893 -4.548 -0.254
C -1.674 -1.814 2.670
H 2.240 -5.615 -1.155
H -0.444 2.222 -6.185
C 4.835 1.240 1.831
H -4.022 0.469 -2.667
C -3.878 5.343 2.108
H -2.143 4.147 -5.599
B 0.992 -3.420 0.803
H 4.093 4.425 2.718
C -3.018 -0.206 4.020
C 2.678 2.816 2.572
N 2.251 -2.500 0.951
C -0.504 -3.671 2.901
C -1.593 2.660 0.657
C -1.704 -2.005 -4.511
H -2.335 4.255 4.923
H -4.707 1.156 0.830
C -2.670 -0.734 2.780
C -4.576 1.296 2.967
H 3.353 2.936 -0.056
H -0.402 -5.301 4.251
H -5.293 2.103 3.038
O -0.848 1.764 1.147
C -3.299 -0.243 1.639
H -3.056 -0.681 0.678
H 0.770 -6.252 -0.433
H -3.064 4.026 -0.640
N 0.408 -3.439 -0.644
H -4.217 1.218 5.079
C -2.588 -1.216 -5.231
Sr 0.151 -0.053 -0.033
H 1.152 -4.892 3.517
C 4.672 2.187 -1.627
C -1.655 -1.922 -3.121
S -2.184 3.644 -3.272
C -3.377 -0.227 -3.190
H 5.429 2.925 -1.403
H -0.435 -4.649 -3.542
H 1.827 3.423 2.855
N 2.137 -1.183 1.252
N 2.475 1.375 -1.008
Se 2.252 -1.513 -3.496
N 1.687 -0.444 -2.211
H -4.621 6.047 1.757
H -0.065 -5.749 2.576
H 5.761 1.223 -3.197
C -4.241 0.770 1.728
H 1.028 -6.388 -2.176
C -2.503 -1.028 -2.471
H 3.500 -5.003 1.402
C 5.026 2.582 2.130
C -0.248 -4.060 -2.660
N -1.053 2.031 -1.459
O -3.619 4.663 -0.121
C -2.590 4.334 3.875
N 3.795 -0.660 -3.697
C 2.636 0.438 -1.993
C 0.081 -4.976 3.331
N -0.091 -2.993 1.807
C 3.355 -0.738 1.537
H -2.504 -0.993 -1.388
C -3.426 -0.325 -4.573
C -3.967 0.802 4.112
H -4.042 5.894 4.162
C -3.250 4.526 1.164
C -1.518 -2.946 3.487
H 1.502 1.041 2.395
C -1.980 3.515 2.944
H -2.529 -0.577 4.913
C -1.970 3.237 -5.024
C -2.288 3.594 1.586


Listing max |F| for the structures above in their given order: 0.081 0.007 hartree/bohr.